No. 1
Computed, not measured: a single HNP4 molecule, with ωB97M-V/def2-TZVPD.

XYZ file:
```
6
Properties=species:S:1:pos:R:3:forces:R:3
N 1.765 -1.365 -0.587 -0.8 -0.3 -0.8
P -0.709 2.082 0.252 0.7 1.1 -0.1
P 2.165 -0.035 0.162 -0.2 0.7 0.7
P 0.361 -1.137 0.486 0.3 -0.4 0.5
P -1.191 0.299 -0.439 1.9 0.0 -0.9
H -2.390 0.157 0.125 -1.8 -1.1 0.7
```
Positions in Å, forces in eV/Å.

Summary:
lowest unoccupied orbital energy (spin up / spin down): -1.56 / -1.67 eV
structure (SMILES): P#[PH]P1#P=N1
orbital gap (spin up / spin down): 6.1 / 6.1 eV
highest occupied orbital energy (spin up / spin down): -7.7 / -7.8 eV
relative energy (zero: lowest compared OMol25 entry of this formula, charge and spin): 264.9 kJ/mol
total energy: -1420.637428 a.u.

***

No. 2
Computed, not measured: a gas-phase ion, HO (charge -1), with ωB97M-V/def2-TZVPD.

XYZ file:
```
2
Properties=species:S:1:pos:R:3:forces:R:3
O -0.366 0.089 -0.306 0.2 0.0 0.1
H 0.366 -0.089 0.306 -0.2 0.0 -0.1
```
Positions in Å, forces in eV/Å.

Summary:
lowest unoccupied orbital energy: 6.62 eV
structure (SMILES): [OH-]
orbital gap: 8.4 eV
highest occupied orbital energy: -1.7 eV
relative energy (zero: lowest compared OMol25 entry of this formula, charge and spin): 0.1 kJ/mol
total energy: -75.806362 a.u.
charge: -1

***

No. 3
Computed, not measured: a single HPS5 molecule, with ωB97M-V/def2-TZVPD.

XYZ file:
```
7
Properties=species:S:1:pos:R:3:forces:R:3
P 0.819 -0.112 -0.353 1.9 0.0 -1.4
S 1.232 -1.448 1.279 -0.5 -0.5 -0.2
S -0.040 -1.341 -1.895 -1.1 0.7 -0.2
S 2.618 -2.673 0.243 -0.5 0.5 -0.1
S 1.432 -2.499 -2.774 -0.1 1.0 0.4
S 1.536 -3.709 -1.175 0.7 -1.1 1.0
H -0.382 0.594 -0.154 -0.4 -0.6 0.6
```
Positions in Å, forces in eV/Å.

Summary:
lowest unoccupied orbital energy: -0.58 eV
structure (SMILES): P1SSSSS1
orbital gap: 8.1 eV
highest occupied orbital energy: -8.7 eV
relative energy (zero: lowest compared OMol25 entry of this formula, charge and spin): 42.8 kJ/mol
total energy: -2332.909623 a.u.

***

No. 4
Computed, not measured: 2 unconnected molecules or ions with the total composition I3PS, with ωB97M-V/def2-TZVPD.

XYZ file:
```
5
Properties=species:S:1:pos:R:3:forces:R:3
P 1.191 -0.256 1.153 0.1 -0.1 0.1
S -3.521 -1.169 -1.344 0.1 0.1 0.1
I -1.719 0.055 -0.596 -0.2 0.0 -0.1
I 1.449 2.110 1.527 0.0 0.0 -0.1
I 2.600 -0.739 -0.740 0.0 0.1 0.0
```
Positions in Å, forces in eV/Å.

Summary:
lowest unoccupied orbital energy (spin up / spin down): -2.14 / -2.53 eV
orbital gap (spin up / spin down): 6.9 / 5.9 eV
highest occupied orbital energy (spin up / spin down): -9.0 / -8.4 eV
relative energy (zero: lowest compared OMol25 entry of this formula, charge and spin): 191.7 kJ/mol
total energy: -1632.593010 a.u.

***

No. 5
Computed, not measured: a molecular structure, ILi2Sr, with ωB97M-V/def2-TZVPD.

XYZ file:
```
4
Properties=species:S:1:pos:R:3:forces:R:3
Sr 0.131 -1.632 2.730 0.2 -0.6 1.0
Li 0.260 -0.687 -2.273 0.0 -0.5 -0.6
Li 0.197 2.493 -0.672 -0.1 0.6 0.2
I -0.588 -0.173 0.216 -0.1 0.6 -0.6
```
Positions in Å, forces in eV/Å.

Summary:
lowest unoccupied orbital energy: -12.15 eV
orbital gap: 9.7 eV
highest occupied orbital energy: -21.9 eV
total energy: -342.506257 a.u.
charge: +3

***

No. 6
Computed, not measured: a molecular structure, INa, with ωB97M-V/def2-TZVPD.

XYZ file:
```
2
Properties=species:S:1:pos:R:3:forces:R:3
Na 0.862 0.903 -0.710 -0.3 -0.4 0.3
I -0.862 -0.903 0.710 0.3 0.4 -0.3
```
Positions in Å, forces in eV/Å.

Summary:
lowest unoccupied orbital energy: -1.27 eV
orbital gap: 6.6 eV
highest occupied orbital energy: -7.9 eV
relative energy (zero: lowest compared OMol25 entry of this formula, charge and spin): 2.3 kJ/mol
total energy: -460.042034 a.u.

***

No. 7
Computed, not measured: a molecular structure, IO2V, with ωB97M-V/def2-TZVPD.

XYZ file:
```
4
Properties=species:S:1:pos:R:3:forces:R:3
O -0.283 -0.850 -1.525 1.9 2.7 3.8
V -0.143 0.058 -0.149 -5.2 -2.8 -2.9
O -1.774 0.111 0.169 5.2 0.6 0.3
I 2.200 0.681 1.505 -1.8 -0.5 -1.2
```
Positions in Å, forces in eV/Å.

Summary:
lowest unoccupied orbital energy: -3.14 eV
orbital gap: 6.7 eV
highest occupied orbital energy: -9.8 eV
relative energy (zero: lowest compared OMol25 entry of this formula, charge and spin): 108.0 kJ/mol
total energy: -1392.130259 a.u.

***

No. 8
Computed, not measured: a molecular structure, IO6V3, with ωB97M-V/def2-TZVPD.

XYZ file:
```
10
Properties=species:S:1:pos:R:3:forces:R:3
O 0.283 3.547 -1.420 -3.0 -2.7 -2.0
V -0.796 2.530 -2.099 1.9 4.0 -0.3
O -1.363 3.168 -3.426 1.1 -1.1 2.3
O 0.547 -3.453 0.219 -1.4 2.3 -1.3
V -0.438 -2.422 -0.470 -2.7 -4.0 2.8
O -1.898 -2.827 0.119 3.8 1.4 -1.8
O 0.689 0.353 3.261 1.4 -0.1 -2.7
V 1.501 0.138 1.919 0.1 -3.6 3.4
O 2.052 -1.392 2.046 -1.6 4.2 -0.9
I -0.576 0.358 -0.150 0.4 -0.2 0.5
```
Positions in Å, forces in eV/Å.

Summary:
lowest unoccupied orbital energy: -10.63 eV
orbital gap: 8.7 eV
highest occupied orbital energy: -19.4 eV
relative energy (zero: lowest compared OMol25 entry of this formula, charge and spin): 131.2 kJ/mol
total energy: -3580.307596 a.u.
charge: +2

***

Question: Which of these has the lowest total energy?
Answer: IO6V3

***

Question: Number 6 is which compound?
Answer: INa